C45H51BrF5N5O3PS2Se2Sr | the ωB97M-V functional and the def2-TZVPD basis

Each line ends with the Mulliken charge.
Positions of all 116 atoms, in Å:
1 Sr 0.895 0.281 0.378  0.14
2 C -3.733 -0.748 -6.628  -2.16
3 C -2.279 -0.386 -6.315  2.08
4 C -1.374 -1.302 -7.154  -1.75
5 C -2.041 1.079 -6.715  -1.63
6 C -1.957 -0.553 -4.832  -0.51
7 C -0.664 -0.324 -4.385  -0.36
8 C -0.360 -0.474 -3.051  0.52
9 Br 1.462 -0.144 -2.547  -0.17
10 C -1.290 -0.799 -2.044  -0.26
11 O -0.922 -0.920 -0.788  0.97
12 C -2.629 -0.973 -2.505  -0.55
13 C -2.904 -0.872 -3.865  -0.64
14 C -3.794 -1.112 -1.512  3.01
15 C -5.138 -1.349 -2.211  -2.66
16 C -3.891 0.206 -0.730  -1.36
17 C -3.603 -2.266 -0.515  -1.13
18 H -3.898 -0.709 -7.707  0.45
19 H -4.423 -0.049 -6.152  0.35
20 H -3.961 -1.760 -6.286  0.42
21 H -1.589 -1.176 -8.219  0.47
22 H -1.547 -2.346 -6.885  0.38
23 H -0.319 -1.081 -6.993  0.30
24 H -2.335 1.243 -7.756  0.46
25 H -0.990 1.349 -6.609  0.34
26 H -2.623 1.744 -6.074  0.28
27 H 0.118 -0.013 -5.066  0.38
28 H -3.918 -1.039 -4.193  0.62
29 H -5.423 -0.499 -2.833  0.41
30 H -5.911 -1.485 -1.451  0.47
31 H -5.118 -2.250 -2.829  0.48
32 H -4.107 1.029 -1.412  0.14
33 H -2.952 0.412 -0.223  -0.14
34 H -4.688 0.155 0.020  0.59
35 H -3.508 -3.217 -1.047  0.33
36 H -4.479 -2.331 0.138  0.56
37 H -2.725 -2.088 0.099  -0.28
38 F -3.572 5.345 -3.561  -0.34
39 C -2.678 4.924 -2.651  0.24
40 C -2.408 3.575 -2.497  -0.20
41 F -3.046 2.679 -3.265  -0.28
42 C -1.497 3.167 -1.549  -0.20
43 F -1.251 1.853 -1.445  0.85
44 C -0.802 4.038 -0.699  0.19
45 S 0.310 3.476 0.467  0.01
46 C -1.106 5.396 -0.896  0.01
47 F -0.502 6.327 -0.146  -0.33
48 C -2.008 5.829 -1.846  0.13
49 F -2.260 7.140 -1.995  -0.33
50 Se 2.067 1.031 2.906  -0.68
51 P 3.718 2.050 1.976  0.81
52 Se 3.938 2.410 -0.124  -0.36
53 C 3.811 3.631 2.891  0.38
54 C 4.303 3.653 4.195  -0.30
55 C 4.318 4.840 4.908  -0.68
56 C 3.828 6.005 4.331  -0.38
57 C 3.317 5.978 3.042  -0.77
58 C 3.308 4.792 2.320  -0.39
59 C 5.275 1.229 2.493  0.13
60 C 6.460 1.958 2.402  -0.34
61 C 7.658 1.382 2.789  -0.67
62 C 7.682 0.070 3.247  -0.39
63 C 6.511 -0.667 3.301  -0.60
64 C 5.305 -0.088 2.926  -0.19
65 H 4.669 2.740 4.647  0.40
66 H 4.710 4.857 5.918  0.39
67 H 3.840 6.932 4.891  0.37
68 H 2.920 6.882 2.597  0.41
69 H 2.904 4.757 1.315  0.19
70 H 6.430 2.975 2.033  0.40
71 H 8.575 1.956 2.731  0.38
72 H 8.620 -0.375 3.558  0.35
73 H 6.533 -1.697 3.636  0.39
74 H 4.377 -0.644 2.981  0.19
75 O 3.121 -0.756 0.228  0.33
76 H 3.429 -1.629 -0.087  -0.01
77 H 3.689 -0.084 -0.194  -0.04
78 N -1.753 -2.186 3.336  0.02
79 C -1.397 -1.203 2.462  -1.43
80 N -0.155 -1.296 2.085  1.16
81 C 0.370 -2.386 2.758  -0.59
82 C 1.658 -2.913 2.763  -0.11
83 C 1.886 -4.041 3.528  -1.08
84 C 0.867 -4.633 4.289  -0.68
85 C -0.410 -4.102 4.320  -1.07
86 C -0.638 -2.971 3.546  0.67
87 H -2.657 -2.295 3.758  0.25
88 H -2.083 -0.439 2.125  0.50
89 H 2.440 -2.441 2.182  0.74
90 H 2.876 -4.480 3.550  0.61
91 H 1.091 -5.514 4.876  0.39
92 H -1.187 -4.541 4.934  0.43
93 C 0.132 -6.371 0.683  -0.91
94 N 0.950 -5.381 0.028  0.06
95 C 2.393 -5.412 0.124  -0.65
96 C 2.743 -3.939 -0.161  0.41
97 O 3.878 -3.485 -0.163  -0.79
98 N 1.602 -3.248 -0.374  -0.08
99 C 0.584 -4.086 -0.207  0.17
100 N -0.668 -3.684 -0.283  0.44
101 H 0.497 -7.366 0.430  0.36
102 H -0.900 -6.301 0.339  0.30
103 H 0.144 -6.256 1.773  0.23
104 H 2.833 -6.075 -0.623  0.37
105 H 2.737 -5.703 1.120  0.31
106 H -0.829 -2.658 -0.438  -1.06
107 H -1.435 -4.315 -0.153  0.33
108 C -4.823 2.641 2.727  -1.09
109 S -3.181 2.102 2.187  0.39
110 C -2.157 3.232 3.154  -0.68
111 H -4.928 3.711 2.557  0.30
112 H -4.975 2.410 3.781  0.30
113 H -5.554 2.102 2.127  0.30
114 H -2.244 3.010 4.217  0.38
115 H -2.449 4.259 2.943  0.33
116 H -1.132 3.089 2.820  -0.11

relative energy (zero: lowest compared OMol25 entry of this formula, charge and spin): 6.1 kcal/mol
E_LUMO: 1.77 eV
net charge: -1
gap between HOMO and LUMO: 5.9 eV


C33H36AsCl2F10N3OSeSi2V | the ωB97M-V functional and the def2-TZVPD basis

Each line ends with the Mulliken charge.
Positions of all 90 atoms, in Å:
1 V -0.091 -0.091 -0.332  -0.20
2 C 0.543 3.309 0.948  -0.86
3 Si -0.849 2.317 0.137  0.80
4 C -2.390 2.700 1.194  -1.26
5 C -1.311 3.247 -1.463  0.31
6 C -1.640 4.608 -1.479  -0.46
7 C -2.068 5.236 -2.634  -0.75
8 C -2.190 4.500 -3.810  -0.72
9 C -1.864 3.157 -3.810  -0.68
10 C -1.413 2.514 -2.650  0.62
11 Si -0.919 0.676 -2.633  1.22
12 C -2.544 -0.197 -3.154  -1.41
13 C 0.114 0.484 -4.221  -1.47
14 H 0.170 4.299 1.230  0.47
15 H 1.388 3.437 0.271  0.36
16 H 0.912 2.812 1.848  -0.30
17 H -2.667 3.744 1.039  0.60
18 H -2.188 2.562 2.256  0.14
19 H -3.247 2.078 0.917  0.18
20 H -1.554 5.194 -0.568  0.31
21 H -2.308 6.293 -2.626  0.38
22 H -2.535 4.980 -4.719  0.38
23 H -1.954 2.597 -4.736  0.22
24 H -2.974 0.342 -4.003  0.47
25 H -3.298 -0.212 -2.364  0.27
26 H -2.370 -1.230 -3.472  0.29
27 H -0.522 0.705 -5.083  0.49
28 H 0.497 -0.531 -4.345  0.25
29 H 0.964 1.162 -4.239  0.33
30 F 2.389 0.913 0.266  -0.10
31 C 1.996 -0.081 -0.615  0.61
32 F 2.513 -1.281 -0.089  -0.34
33 C 2.844 0.122 -1.868  0.22
34 F 2.620 1.321 -2.429  -0.24
35 F 4.164 0.038 -1.626  -0.28
36 F 2.556 -0.834 -2.782  -0.18
37 C -3.177 -2.996 -0.541  -1.14
38 C -2.436 -1.858 -0.289  -0.98
39 N -1.215 -1.693 -0.814  1.54
40 C -0.696 -2.639 -1.595  -0.20
41 C -1.392 -3.790 -1.941  0.51
42 C -2.659 -3.958 -1.390  -0.83
43 C -0.925 -4.735 -2.972  -0.98
44 C 0.296 -5.011 -3.445  -0.75
45 C 1.629 -4.627 -2.939  1.04
46 C 2.714 -4.625 -3.809  -0.68
47 C 3.953 -4.335 -3.269  -0.20
48 N 4.123 -4.081 -1.976  -0.58
49 C 3.021 -4.095 -1.236  -0.20
50 N 1.785 -4.358 -1.641  -0.32
51 H -4.160 -3.104 -0.104  0.49
52 H -2.792 -1.050 0.332  0.58
53 H 0.279 -2.424 -2.008  0.29
54 H -3.240 -4.837 -1.641  0.47
55 H -1.744 -5.236 -3.480  0.35
56 H 0.335 -5.650 -4.321  0.36
57 H 2.593 -4.833 -4.863  0.41
58 H 4.841 -4.312 -3.892  0.43
59 H 3.145 -3.868 -0.186  0.40
60 C -3.825 0.057 3.020  -1.20
61 As -1.921 -0.210 3.168  0.10
62 C -1.764 -1.947 3.963  -1.05
63 C -1.327 1.047 4.472  -0.79
64 O -1.196 -0.099 1.683  0.13
65 H -4.311 -0.367 3.896  0.47
66 H -4.191 -0.438 2.122  0.32
67 H -4.038 1.124 2.952  0.37
68 H -2.490 -2.041 4.771  0.51
69 H -0.755 -2.076 4.341  0.14
70 H -1.952 -2.696 3.196  0.31
71 H -1.990 0.987 5.335  0.47
72 H -1.357 2.043 4.040  0.32
73 H -0.292 0.818 4.733  -0.03
74 Cl 1.802 -3.602 4.157  -0.17
75 C 1.989 -3.086 2.467  -0.13
76 Cl 0.425 -2.860 1.660  -0.01
77 H 2.539 -3.864 1.952  0.32
78 H 2.485 -2.116 2.461  -0.10
79 F 3.925 5.687 3.507  -0.34
80 C 3.522 4.414 3.634  0.64
81 C 4.154 3.401 2.936  0.15
82 F 5.180 3.700 2.127  -0.35
83 C 3.730 2.091 3.078  0.52
84 F 4.397 1.172 2.372  -0.44
85 C 2.680 1.718 3.914  -0.50
86 Se 2.123 -0.092 4.093  -0.25
87 C 2.072 2.770 4.590  0.43
88 F 1.027 2.545 5.410  -0.44
89 C 2.470 4.088 4.468  0.25
90 F 1.838 5.058 5.149  -0.35

relative energy (zero: lowest compared OMol25 entry of this formula, charge and spin): 8.2 kcal/mol
E_LUMO (spin up / spin down): 1.19 / 1.20 eV
net charge: -1
gap between HOMO and LUMO (spin up / spin down): 5.3 / 5.3 eV
2S+1: 3


C21H14AuBrN3O7 | the ωB97M-V functional and the def2-TZVPD basis

Each line ends with the Mulliken charge.
Positions of all 47 atoms, in Å:
1 Au -2.624 -0.034 -0.078  1.22
2 O -3.961 0.154 5.654  -0.47
3 C -3.727 0.162 4.352  0.94
4 C -3.773 1.332 3.572  -0.37
5 C -3.506 1.223 2.234  0.31
6 N -3.233 0.024 1.723  0.01
7 C -3.155 -1.113 2.424  0.52
8 C -3.412 -1.080 3.766  -0.53
9 C -2.737 -2.303 1.578  0.14
10 O -2.773 -3.425 1.970  -0.52
11 O -2.299 -1.947 0.351  -0.69
12 C -3.450 2.329 1.199  0.18
13 O -3.735 3.458 1.446  -0.53
14 O -3.043 1.903 -0.010  -0.73
15 H -4.175 1.032 5.997  0.33
16 H -4.006 2.308 3.980  0.48
17 H -3.375 -1.988 4.352  0.59
18 C -3.264 -0.136 -3.032  -0.81
19 O -2.147 -0.223 -2.104  -0.55
20 C -0.852 -0.062 -2.642  1.10
21 C -0.664 0.157 -3.989  -0.49
22 C 0.642 0.293 -4.448  -0.54
23 Br 0.922 0.571 -6.287  -0.16
24 C 1.719 0.234 -3.591  -0.89
25 C 1.518 0.009 -2.228  0.35
26 C 0.223 -0.160 -1.765  0.42
27 O -0.054 -0.381 -0.419  -0.78
28 C 2.711 -0.059 -1.366  0.25
29 N 3.905 -0.238 -1.850  -0.69
30 C 4.748 -0.200 -0.749  0.56
31 C 6.135 -0.340 -0.684  -0.73
32 C 6.728 -0.255 0.556  -0.53
33 C 5.969 -0.033 1.720  -0.45
34 C 4.599 0.104 1.676  -0.96
35 C 4.007 0.012 0.417  0.77
36 N 2.694 0.096 -0.004  0.09
37 H -3.239 0.823 -3.544  0.39
38 H -4.166 -0.217 -2.435  0.25
39 H -3.200 -0.966 -3.731  0.35
40 H -1.484 0.228 -4.685  0.55
41 H 2.732 0.348 -3.949  0.61
42 H -0.089 -1.334 -0.244  0.36
43 H 6.711 -0.510 -1.583  0.44
44 H 7.802 -0.357 0.643  0.39
45 H 6.476 0.032 2.673  0.39
46 H 4.020 0.283 2.573  0.38
47 H 1.882 0.246 0.562  0.07

E_LUMO: -5.24 eV
net charge: +1
gap between HOMO and LUMO: 5.4 eV